# 1
DFT (ωB97M-V/def2-TZVPD) results for 2 unconnected molecules or ions with the total composition C15H31F2NO7PS2.

Element x y z (Å)
1 C 3.618 1.360 -2.043
2 C 2.376 1.734 -2.968
3 C 1.376 0.539 -3.322
4 C 1.222 -0.609 -2.235
5 C 0.154 -0.364 -1.076
6 C -0.109 1.138 -0.632
7 C 0.667 1.579 0.731
8 C -0.356 2.251 1.794
9 C -1.016 1.158 2.784
10 C -2.050 0.196 2.029
11 C -2.686 -0.943 2.953
12 C -1.671 -1.600 4.001
13 C -0.418 -2.324 3.331
14 O 0.272 -1.849 2.414
15 O -0.027 -3.596 3.851
16 C -0.061 -4.625 2.826
17 P 1.550 -4.772 1.819
18 C 3.066 -4.580 2.976
19 O 1.528 -6.363 1.132
20 H 4.404 0.787 -2.658
21 H 3.332 0.767 -1.103
22 H 4.125 2.330 -1.702
23 H 1.744 2.605 -2.588
24 H 2.817 2.097 -3.970
25 H 0.338 1.015 -3.468
26 H 1.631 0.083 -4.346
27 H 0.872 -1.548 -2.806
28 H 2.205 -0.940 -1.738
29 H 0.539 -0.926 -0.145
30 H -0.818 -0.883 -1.363
31 H -1.222 1.211 -0.352
32 H 0.061 1.936 -1.416
33 H 1.256 0.730 1.202
34 H 1.354 2.446 0.411
35 H -1.205 2.818 1.277
36 H 0.238 3.044 2.377
37 H -1.521 1.721 3.654
38 H -0.148 0.531 3.179
39 H -1.499 -0.347 1.179
40 H -2.842 0.841 1.497
41 H -3.245 -1.742 2.343
42 H -3.505 -0.435 3.581
43 H -2.250 -2.417 4.569
44 H -1.285 -0.877 4.794
45 H -0.195 -5.630 3.367
46 H -0.970 -4.463 2.160
47 H 3.843 -5.307 2.558
48 H 3.421 -3.494 2.877
49 H 2.787 -4.836 4.052
50 H 0.952 -6.253 0.341
51 N -2.040 4.867 -4.019
52 S -2.699 4.491 -5.400
53 O -4.138 4.372 -5.431
54 O -1.964 3.599 -6.265
55 F -2.497 5.883 -6.165
56 S -2.144 3.693 -2.981
57 O -1.853 4.095 -1.622
58 O -1.605 2.406 -3.355
59 F -3.708 3.402 -2.890

LUMO energy, eV: 2.008
E_HOMO, eV: -6.40
Charge: -1
DFT total energy, Eh: -2509.00669


# 2
DFT (ωB97M-V/def2-TZVPD) results for a molecular structure, C25H21Cl2N2O2PdS2.

Element x y z (Å)
1 Pd 2.843 2.770 -1.999
2 Cl -2.764 -0.241 -4.955
3 C -1.720 0.546 -3.793
4 C -2.371 1.434 -2.844
5 C -1.603 2.285 -2.161
6 Cl -2.282 3.462 -1.087
7 C -0.125 2.363 -2.403
8 O 0.472 3.410 -2.291
9 C 0.450 0.984 -2.733
10 C 2.502 -0.732 -3.888
11 O 2.984 -0.177 -2.546
12 C -0.405 0.365 -3.814
13 H -3.448 1.437 -2.748
14 H 1.571 -1.251 -3.589
15 H 0.062 -0.245 -4.573
16 S 2.232 1.784 0.037
17 C 0.874 0.727 -0.157
18 N 0.392 0.203 1.037
19 C -0.838 -0.548 1.167
20 C -1.679 -0.387 -0.083
21 N -0.866 -0.546 -1.261
22 C -0.707 -1.898 -1.772
23 C 0.108 -2.811 -0.879
24 C 1.476 -2.570 -0.726
25 C 2.224 -3.336 0.150
26 C 1.625 -4.364 0.874
27 C 0.275 -4.625 0.707
28 C -0.477 -3.849 -0.169
29 C 0.240 0.325 -1.334
30 S 2.195 0.995 -3.359
31 C 1.019 0.452 2.314
32 C 0.321 1.529 3.116
33 C 0.159 1.391 4.489
34 C -0.459 2.384 5.238
35 C -0.932 3.527 4.612
36 C -0.782 3.667 3.238
37 C -0.160 2.677 2.493
38 H -1.385 -0.172 2.042
39 H -0.611 -1.606 1.348
40 H -2.134 0.607 -0.099
41 H -2.484 -1.128 -0.088
42 H -0.203 -1.831 -2.738
43 H -1.697 -2.327 -1.960
44 H 1.940 -1.763 -1.283
45 H 3.281 -3.134 0.264
46 H 2.214 -4.963 1.555
47 H -0.195 -5.427 1.261
48 H -1.538 -4.040 -0.285
49 H 2.061 0.727 2.152
50 H 1.005 -0.482 2.889
51 H 0.516 0.490 4.975
52 H -0.579 2.259 6.307
53 H -1.419 4.302 5.189
54 H -1.147 4.555 2.739
55 H -0.032 2.794 1.425

LUMO energy, eV: 2.465
E_HOMO, eV: -3.52
Charge: -1
DFT total energy, Eh: -3069.75285


# 3
DFT (ωB97M-V/def2-TZVPD) results for a gas-phase ion, C4H10N (charge +1).

Element x y z (Å)
1 C -1.242 1.231 -0.600
2 C -0.731 0.467 0.630
3 C 0.520 -0.310 0.366
4 C 1.669 -0.204 0.985
5 N 0.420 -1.326 -0.717
6 H -1.342 0.603 -1.489
7 H -2.238 1.620 -0.407
8 H -0.565 2.045 -0.840
9 H -0.521 1.171 1.428
10 H -1.525 -0.198 0.977
11 H 1.804 0.490 1.799
12 H 2.533 -0.799 0.714
13 H 0.169 -2.228 -0.297
14 H 1.341 -1.467 -1.139
15 H -0.292 -1.094 -1.411

LUMO energy, eV: -3.742
E_HOMO, eV: -15.08
Charge: +1
DFT total energy, Eh: -212.88857
SMILES string: C=C([NH3+])CC